[1]
Below is BH4NO3Rb as an isolated structure in a non-equilibrium geometry, with properties calculated with wB97M-V/def2-TZVPD.

Summary:
relative energy (zero: lowest compared OMol25 entry of this formula, charge and spin): 9.0639 eV
net charge: -1
HOMO level: -3.2 eV
E_tot: -9017.902 eV
E_LUMO: 0.086 hartree

Positions of all 10 atoms, in Å:
Rb1 18.6938 13.4515 1.4546
N1 18.9531 14.9882 3.5981
O1 19.7357 13.9852 3.8287
O2 18.9902 15.9373 4.3433
O3 18.3521 15.0160 2.5568
B1 20.4357 12.4664 2.0751
H1 20.3298 13.4602 2.4818
H2 21.3748 12.0551 2.4116
H3 19.6661 11.8696 2.5398
H4 20.3132 12.3790 1.0067

Cartesian forces (eV/Å) of the 2 atoms listed first:
Rb -8.2461 -5.1535 -10.6802
N 4.1988 -0.9067 3.4267

Electronic structure analysis, Mulliken charges in units of e: Rb 0.592; N 1.295; O -0.699; O -0.674; O -0.846; B 0.312; H -0.095; H -0.370; H -0.237; H -0.276

[2]
Below is a 18-piece molecular cluster, C56H155N7O25 overall in a non-equilibrium geometry, with properties calculated with wB97M-V/def2-TZVPD.

Summary:
relative energy (zero: lowest compared OMol25 entry of this formula, charge and spin): 0.0000 eV
net charge: 0
HOMO level: -8.6 eV
E_tot: -122187.823 eV
E_LUMO: 0.019 hartree

Positions of all 243 atoms, in Å:
C1 -27.5043 -18.4470 -3.1718
O1 -26.7287 -18.3582 -4.3456
H1 -28.2620 -19.2192 -3.2563
H2 -26.8576 -18.5352 -2.2558
H3 -28.0860 -17.5436 -3.0313
H4 -27.2367 -18.5311 -5.1456
C2 -32.4669 -14.7389 -7.1900
O2 -32.2376 -16.1504 -6.8670
H5 -31.6676 -14.1915 -6.7235
H6 -32.5193 -14.5052 -8.2302
H7 -33.3482 -14.3626 -6.6896
H8 -31.2544 -16.1298 -6.6885
C3 -24.1941 -14.5480 -9.0650
O3 -23.5375 -13.4429 -8.4444
H9 -25.1682 -14.1065 -9.4092
H10 -23.6885 -14.9568 -9.9303
H11 -24.4255 -15.3162 -8.3454
H12 -23.5222 -13.6918 -7.4735
C4 -31.8106 -18.0274 -3.6372
O4 -31.7671 -17.5480 -2.3048
H13 -30.8074 -18.3525 -3.9689
H14 -32.6116 -18.7013 -3.8981
H15 -31.9757 -17.1662 -4.2900
H16 -31.6295 -18.2844 -1.6580
C5 -28.1715 -16.4566 -11.4056
O5 -26.7879 -16.6614 -11.0099
H17 -28.9155 -16.4794 -10.5874
H18 -28.3198 -15.4887 -11.9192
H19 -28.3485 -17.2355 -12.1796
H20 -26.6876 -16.4410 -10.1056
C6 -30.8135 -21.3252 -2.2635
O6 -30.1869 -20.2165 -1.6304
H21 -30.1399 -21.8088 -2.9384
H22 -31.2389 -21.9761 -1.4978
H23 -31.6175 -20.9099 -2.8719
H24 -29.4151 -20.4871 -1.2272
C7 -33.8355 -18.1999 -8.6942
O7 -32.4702 -18.0034 -8.9828
H25 -34.0896 -19.1958 -9.1281
H26 -33.9334 -18.2492 -7.5683
H27 -34.5016 -17.4029 -9.1179
H28 -32.1177 -17.2843 -8.4420
C8 -26.6708 -12.6755 -11.1902
O8 -27.5447 -13.4421 -10.3842
H29 -27.2895 -11.9063 -11.7115
H30 -25.9123 -12.2972 -10.5235
H31 -26.3097 -13.3590 -11.9700
H32 -28.3602 -12.9267 -10.2332
C9 -26.1804 -14.9372 -6.0809
O9 -27.5212 -14.7989 -5.6664
C10 -28.4102 -14.3376 -6.6287
C11 -28.7130 -15.3142 -7.6886
N1 -29.2591 -16.5336 -7.1274
C12 -29.1338 -17.7317 -7.9440
C13 -29.3978 -19.0120 -7.3214
O10 -28.7732 -19.2831 -6.0452
C14 -29.1118 -20.6328 -5.6133
H33 -25.9592 -15.9173 -6.5483
H34 -25.6047 -14.9336 -5.2042
H35 -25.9590 -14.1655 -6.8275
H36 -28.0446 -13.4212 -7.0640
H37 -29.3752 -14.1658 -6.1102
H38 -27.8273 -15.5173 -8.2832
H39 -29.4434 -14.8750 -8.3862
H40 -29.0227 -16.6124 -6.1119
H41 -28.1394 -17.8854 -8.4663
H42 -29.8886 -17.7106 -8.7185
H43 -29.1824 -19.8886 -7.9636
H44 -30.4859 -19.1586 -7.1608
H45 -30.1801 -20.9162 -5.6798
H46 -28.9362 -20.6356 -4.5525
H47 -28.5294 -21.3679 -6.1937
C15 -25.3259 -21.4207 -2.0355
O11 -24.4821 -22.6217 -1.8675
C16 -23.1779 -22.2699 -2.3549
C17 -22.1499 -22.8789 -1.4185
N2 -20.8082 -22.4211 -1.8471
C18 -19.7727 -23.1576 -1.1398
C19 -18.3960 -22.6947 -1.5116
O12 -18.1055 -23.1694 -2.8012
C20 -17.1253 -22.4677 -3.5312
H48 -26.3734 -21.7777 -2.1438
H49 -24.9169 -20.9483 -2.9781
H50 -25.1937 -20.7537 -1.1407
H51 -22.9161 -21.2350 -2.5057
H52 -23.0291 -22.7542 -3.3435
H53 -22.2577 -23.9263 -1.3350
H54 -22.3081 -22.4450 -0.4807
H55 -20.7028 -22.7638 -2.7954
H56 -19.8333 -24.2548 -1.2954
H57 -20.0287 -22.9189 -0.1345
H58 -17.7118 -23.2043 -0.8390
H59 -18.2532 -21.6293 -1.3944
H60 -17.5283 -21.6542 -4.1461
H61 -16.5330 -23.1028 -4.1609
H62 -16.3820 -22.0118 -2.8863
C21 -23.4789 -18.0949 -6.1639
O13 -22.8428 -16.9193 -5.8345
C22 -22.0583 -16.2825 -6.8791
C23 -21.5278 -14.9992 -6.3517
N3 -22.6679 -14.2255 -5.8886
C24 -22.1935 -12.9608 -5.1467
C25 -21.3732 -13.3681 -3.9434
O14 -22.0195 -14.2883 -3.1475
C26 -21.8762 -14.1746 -1.7422
H63 -23.7254 -18.6780 -5.2866
H64 -22.9428 -18.6996 -6.8118
H65 -24.4504 -17.8137 -6.6747
H66 -22.7492 -16.1040 -7.7590
H67 -21.2863 -16.9024 -7.2879
H68 -21.0253 -14.4441 -7.1175
H69 -20.8249 -15.1424 -5.5040
H70 -23.4319 -14.7129 -5.4672
H71 -23.0921 -12.3380 -4.9688
H72 -21.5908 -12.3629 -5.8592
H73 -21.2450 -12.4690 -3.3149
H74 -20.4312 -13.7064 -4.3424
H75 -22.6621 -14.7547 -1.2303
H76 -21.8706 -13.1668 -1.4364
H77 -20.9710 -14.7136 -1.4260
C27 -30.9449 -21.6424 -9.9192
O15 -30.3395 -21.0191 -10.9912
C28 -29.0469 -20.4849 -10.9015
C29 -28.5894 -20.2711 -12.3103
N4 -27.1397 -19.9400 -12.1684
C30 -26.4507 -19.9724 -13.4088
C31 -26.9620 -19.0577 -14.5179
O16 -26.9813 -17.7340 -13.9687
C32 -27.6600 -16.7987 -14.7704
H78 -31.2239 -20.9396 -9.0651
H79 -30.3291 -22.4926 -9.5471
H80 -31.9286 -21.9692 -10.2713
H81 -28.2650 -21.1318 -10.4124
H82 -29.0183 -19.5084 -10.3649
H83 -29.1375 -19.4423 -12.8211
H84 -28.6938 -21.1264 -13.0387
H85 -27.0747 -18.9646 -11.8447
H86 -26.3651 -21.0122 -13.6892
H87 -25.4374 -19.6810 -13.1460
H88 -28.0155 -19.2333 -14.8083
H89 -26.4072 -19.1040 -15.4000
H90 -27.6626 -15.8756 -14.1228
H91 -28.6966 -17.0743 -15.0774
H92 -26.9926 -16.6437 -15.5997
C33 -28.8719 -14.2097 -1.6937
O17 -27.6095 -14.4527 -1.1726
C34 -27.6703 -15.6628 -0.4682
C35 -26.4003 -15.9328 0.3708
N5 -25.4308 -16.8138 -0.3365
C36 -25.0450 -16.3616 -1.6121
C37 -24.0067 -17.0983 -2.3160
O18 -22.8561 -17.1486 -1.5590
C38 -21.8063 -17.6941 -2.2903
H93 -29.6422 -14.0906 -0.9198
H94 -29.1381 -15.0204 -2.4060
H95 -28.8378 -13.3408 -2.3654
H96 -27.9271 -16.4821 -1.0990
H97 -28.5854 -15.6230 0.1823
H98 -26.6892 -16.4628 1.3101
H99 -26.0009 -14.8998 0.6062
H100 -24.6177 -17.0393 0.2708
H101 -24.7524 -15.3111 -1.5626
H102 -25.9725 -16.3540 -2.2424
H103 -23.8515 -16.6482 -3.2846
H104 -24.3640 -18.1524 -2.4779
H105 -20.9080 -17.6537 -1.6473
H106 -21.6403 -17.0866 -3.1569
H107 -21.9620 -18.7272 -2.5427
C39 -33.6580 -27.3497 -8.0863
O19 -32.8458 -26.2164 -8.2989
C40 -32.0147 -25.9115 -7.2232
C41 -30.9371 -24.9964 -7.7160
N6 -29.7592 -24.9011 -6.8980
C42 -28.8223 -24.0307 -7.5563
C43 -27.5937 -23.8366 -6.6554
O20 -27.8994 -23.4812 -5.3240
C44 -26.7010 -23.3471 -4.6274
H108 -33.0918 -28.1625 -7.6964
H109 -34.1508 -27.5936 -9.0650
H110 -34.4603 -27.1377 -7.3482
H111 -31.6506 -26.8743 -6.7803
H112 -32.6055 -25.3146 -6.5279
H113 -31.3961 -23.9966 -7.8924
H114 -30.5626 -25.3827 -8.7126
H115 -29.9254 -24.5320 -5.9674
H116 -29.3222 -23.0660 -7.7081
H117 -28.4624 -24.3761 -8.5572
H118 -27.0042 -23.0834 -7.1850
H119 -26.9132 -24.7084 -6.6930
H120 -26.0974 -22.5074 -5.0181
H121 -26.2278 -24.2833 -4.6368
H122 -26.9095 -23.1399 -3.5593
C45 -30.2987 -11.6658 -8.5975
O21 -30.1151 -12.5376 -9.7308
C46 -30.9777 -12.0094 -10.7529
C47 -31.0455 -13.0096 -11.8718
N7 -31.8103 -14.1186 -11.4470
C48 -31.4902 -15.2655 -12.3127
C49 -32.1001 -16.5307 -11.8038
O22 -31.7662 -17.5689 -12.7268
C50 -32.3499 -18.8247 -12.4559
H123 -30.1925 -10.6480 -8.8393
H124 -29.5235 -11.9405 -7.8920
H125 -31.2656 -11.7368 -8.0991
H126 -30.5744 -10.9640 -10.9881
H127 -31.9680 -11.7513 -10.2966
H128 -29.9853 -13.3416 -11.9724
H129 -31.4119 -12.6894 -12.8971
H130 -31.5490 -14.3695 -10.5142
H131 -30.3818 -15.4228 -12.2660
H132 -31.7335 -15.1206 -13.3598
H133 -33.2216 -16.4791 -11.6598
H134 -31.5682 -16.7311 -10.8527
H135 -33.3779 -18.8223 -12.7797
H136 -32.2427 -19.1015 -11.3877
H137 -31.8801 -19.6091 -13.0546
C51 -25.0215 -10.7983 -6.7664
C52 -26.4116 -10.9814 -7.3524
O23 -27.4327 -11.0762 -6.3623
H138 -24.7154 -11.6405 -6.1184
H139 -24.9405 -9.9327 -6.1465
H140 -24.2532 -10.7749 -7.5509
H141 -26.4454 -11.9259 -7.9602
H142 -26.5967 -10.1126 -7.9573
H143 -26.8930 -11.2190 -5.5566
C53 -25.1268 -19.3013 -9.3573
C54 -26.0531 -20.4148 -8.9305
O24 -25.8972 -21.5827 -9.7644
H144 -25.2957 -18.3501 -8.8060
H145 -25.1293 -19.0760 -10.4509
H146 -24.0675 -19.5625 -9.2056
H147 -27.1296 -20.1923 -8.8947
H148 -25.8307 -20.6892 -7.8716
H149 -26.1207 -21.2971 -10.6811
C55 -24.6622 -11.5676 -2.5616
C56 -25.4305 -12.8266 -2.9915
O25 -26.3572 -12.4971 -4.0260
H150 -24.1022 -11.7936 -1.5921
H151 -25.2952 -10.7591 -2.3009
H152 -24.0678 -11.1385 -3.3592
H153 -25.9963 -13.3262 -2.1724
H154 -24.7684 -13.5626 -3.4675
H155 -26.8176 -13.2905 -4.2998

Cartesian forces (eV/Å) of the 2 atoms listed first:
C -0.0601 0.3149 0.1700
O 1.1792 0.0977 0.2544

Atom charges from the Mulliken analysis, given in e for atoms 1 to 99: C 0.878; O 0.884; H -0.942; H 0.299; H -0.420; H -0.144; C -0.567; O -0.556; H 0.125; H 0.110; H 0.507; H 0.084; C 0.697; O -0.515; H -0.509; H 0.499; H -0.619; H 0.312; C -0.174; O -0.581; H -0.066; H 0.334; H 0.143; H 0.310; C 0.254; O -0.659; H -0.212; H 0.010; H 0.290; H -0.070; C -0.312; O -0.398; H 0.023; H 0.341; H 0.156; H 0.210; C -0.892; O 0.262; H 0.263; H 0.226; H 0.263; H 0.016; C -0.877; O 0.786; H 0.265; H 0.185; H 0.254; H -0.091; C 1.250; O 0.486; C 0.186; C 1.063; N 2.245; C 0.121; C -0.535; O 0.564; C -0.195; H -0.561; H -0.821; H -0.137; H -1.010; H -0.070; H -1.088; H -0.260; H 0.133; H -0.543; H -1.145; H -0.288; H 0.439; H 0.356; H -0.459; H -0.248; C -0.014; O -0.479; C 0.352; C -1.013; N -0.190; C -0.730; C -0.556; O -0.334; C -0.776; H -0.087; H 0.069; H 0.409; H -0.207; H 0.171; H 0.367; H 0.424; H 0.185; H 0.341; H 0.471; H 0.349; H 0.413; H 0.270; H 0.280; H 0.334; C -0.460; O -0.034; C -0.575

[3]
Below is C38H29AuN3O2 as an isolated structure, with properties calculated with wB97M-V/def2-TZVPD.

Summary:
relative energy (zero: lowest compared OMol25 entry of this formula, charge and spin): 0.0000 eV
net charge: +1
HOMO level (spin up / spin down): -9.0 / -11.2 eV
spin multiplicity: 3
E_tot: -52124.771 eV
E_LUMO (spin up / spin down): -0.122 / -0.184 hartree

Positions of all 73 atoms, in Å:
Au1 -0.2299 -0.2589 1.7845
C1 3.3093 2.0382 -0.1644
O1 3.7264 0.6732 0.1686
C2 2.7107 0.1382 0.8228
N1 1.6474 0.8287 0.9730
C3 1.8179 2.0896 0.2393
C4 1.4333 3.3204 1.0130
C5 1.0860 3.2868 2.3554
C6 0.7366 4.4574 3.0187
C7 0.7374 5.6684 2.3448
C8 1.0880 5.7072 1.0008
C9 1.4293 4.5392 0.3391
C10 2.8230 -1.2790 1.2682
C11 3.7966 -2.1936 0.8971
C12 3.6119 -3.5143 1.2979
C13 2.4668 -3.8913 1.9964
C14 1.5584 -2.8900 2.3030
N2 1.7781 -1.6368 1.9792
C15 0.2125 -3.0775 2.9154
N3 -0.6715 -2.1525 3.0208
C16 -1.8402 -2.7431 3.7086
C17 -1.4906 -4.2451 3.7406
O2 -0.0798 -4.2876 3.3542
C18 -3.1693 -2.4700 3.0583
C19 -4.3124 -2.6203 3.8410
C20 -5.5691 -2.4377 3.2884
C21 -5.6945 -2.0936 1.9476
C22 -4.5596 -1.9447 1.1664
C23 -3.2976 -2.1390 1.7168
H1 3.4840 2.1773 -1.2268
H2 3.9248 2.7217 0.4164
H3 1.1798 2.0194 -0.6470
H4 1.1103 2.3507 2.9013
H5 0.4697 4.4209 4.0667
H6 0.4664 6.5791 2.8618
H7 1.0904 6.6481 0.4667
H8 1.6827 4.5755 -0.7155
H9 4.6496 -1.8889 0.3074
H10 4.3475 -4.2617 1.0342
H11 2.2789 -4.9192 2.2716
H12 -1.8503 -2.3272 4.7186
H13 -2.0500 -4.8178 3.0038
H14 -1.5790 -4.7021 4.7209
H15 -4.2206 -2.8683 4.8933
H16 -6.4502 -2.5556 3.9049
H17 -6.6753 -1.9431 1.5167
H18 -4.6475 -1.6822 0.1204
H19 -2.4270 -2.0493 1.0779
C24 -0.7856 -0.2831 -0.1375
C25 -0.5797 0.0308 -1.3019
C26 -0.3154 0.3310 -2.6376
C27 -1.1197 1.3336 -3.3292
C28 -1.2013 1.3661 -4.7289
C29 -1.9781 2.3144 -5.3715
C30 -2.6905 3.2526 -4.6352
C31 -2.6312 3.2238 -3.2474
C32 -1.8619 2.2721 -2.6010
C33 0.8660 -0.3145 -3.2331
C34 1.2409 -1.5968 -2.8145
C35 2.3786 -2.2052 -3.3183
C36 3.1768 -1.5413 -4.2414
C37 2.8258 -0.2632 -4.6557
C38 1.6833 0.3451 -4.1593
H20 -0.6761 0.6216 -5.3121
H21 -2.0384 2.3139 -6.4519
H22 -3.2972 3.9930 -5.1394
H23 -3.1919 3.9440 -2.6659
H24 -1.8302 2.2469 -1.5174
H25 0.6146 -2.1180 -2.1007
H26 2.6365 -3.2085 -3.0021
H27 4.0626 -2.0186 -4.6396
H28 3.4455 0.2636 -5.3696
H29 1.4275 1.3473 -4.4777

Cartesian forces (eV/Å) of the 2 atoms listed first:
Au 0.2381 -0.2860 -0.3118
C 0.0490 -0.0919 -0.0031

Electronic structure analysis, Mulliken charges in units of e: Au 0.810; C -0.430; O -0.446; C 0.355; N 0.250; C 0.865; C -0.277; C -0.072; C -0.864; C -0.438; C -0.737; C -0.382; C 0.092; C -0.529; C -0.482; C -0.539; C 0.466; N -0.294; C 0.177; N -0.324; C -0.269; C -0.504; O -0.394; C 0.249; C -0.472; C -0.592; C -0.455; C -0.877; C -0.174; H 0.358; H 0.325; H -0.257; H 0.427; H 0.405; H 0.406; H 0.403; H 0.420; H 0.551; H 0.463; H 0.514; H 0.552; H 0.384; H 0.298; H 0.409; H 0.397; H 0.398; H 0.450; H 0.473; C 0.422; C -0.308; C -0.415; C 0.590; C -0.190; C -0.796; C -0.423; C -0.771; C -0.493; C 0.432; C -0.445; C -0.713; C -0.501; C -0.898; C -0.135; H 0.584; H 0.398; H 0.397; H 0.399; H 0.362; H 0.492; H 0.457; H 0.432; H 0.425; H 0.613

[4]
Below is a 3-piece molecular cluster, H6O3 overall, with properties calculated with wB97M-V/def2-TZVPD.

Summary:
relative energy (zero: lowest compared OMol25 entry of this formula, charge and spin): 0.2132 eV
net charge: 0
HOMO level: -10.9 eV
E_tot: -6240.040 eV
E_LUMO: 0.026 hartree
SMILES string: O.O.O

Positions of all 9 atoms, in Å:
O1 6.8208 -10.6642 -3.0912
H1 6.9620 -10.6414 -4.0469
H2 6.5109 -11.5614 -2.9077
O2 9.6908 -13.0867 -1.9358
H3 9.9610 -13.6894 -1.2351
H4 9.6041 -12.2160 -1.5061
O3 9.3642 -10.2716 -1.8647
H5 9.3406 -9.3695 -1.5312
H6 8.4914 -10.4172 -2.2970

Cartesian forces (eV/Å) of the 2 atoms listed first:
O -0.0371 -0.1696 -0.1727
H -0.0300 -0.0128 0.1525

Electronic structure analysis, Mulliken charges in units of e: O -0.723; H 0.335; H 0.343; O -0.637; H 0.316; H 0.351; O -0.699; H 0.311; H 0.403